# 1
DFT (the ωB97M-V functional and the def2-TZVPD basis) results for 2 unconnected molecules or ions with the total composition C4H13N3O in a non-equilibrium geometry.

The geometry in XYZ format:
```
21
C4H13N3O (the ωB97M-V functional and the def2-TZVPD basis)
O 2.171 -0.226 -1.447
N 2.372 0.623 0.717
N 1.435 -1.548 0.343
N -1.304 -1.333 0.193
C 1.615 -0.239 -0.157
C -1.878 0.589 -1.250
C -1.447 0.803 1.253
C -1.370 -0.054 0.017
H 2.760 0.534 -1.512
H -1.356 1.525 -1.437
H 0.352 -1.749 0.401
H -1.489 -1.868 -0.656
H -1.746 -0.070 -2.107
H -2.941 0.819 -1.153
H 1.772 1.074 1.396
H -1.030 0.268 2.102
H 1.878 -2.218 -0.277
H 0.531 0.206 -0.226
H -2.489 1.041 1.472
H -0.907 1.738 1.107
H 3.071 0.086 1.220
```

Its total energy is -10875.87353 eV. The value obtained for the HOMO energy is -8.86 eV. Its SMILES is CC(C)=N.NC(N)O. As for the multiplicity: 1. For the LUMO energy, the calculation gives 0.82 eV. The gap between HOMO and LUMO comes out at 9.7 eV.

# 2
DFT (the ωB97M-V functional and the def2-TZVPD basis) results for 2 unconnected molecules or ions with the total composition C4H13N3O in a non-equilibrium geometry.

The geometry in XYZ format:
```
21
C4H13N3O (the ωB97M-V functional and the def2-TZVPD basis)
O -0.736 2.817 0.699
N -1.186 0.180 0.969
N 0.471 -1.052 -3.058
N 1.038 0.889 2.321
C 0.117 -0.439 0.532
C -0.364 -0.833 -1.809
C 1.219 -0.024 1.242
C 0.011 -1.484 -0.410
H 2.157 -0.534 1.260
H -0.328 2.693 -0.147
H 1.384 -1.241 -2.824
H -1.340 2.267 0.921
H 0.318 1.562 2.214
H -1.077 0.312 2.044
H -0.627 -2.359 -0.047
H 0.995 -2.140 -0.388
H 1.619 0.704 2.993
H 0.359 -0.280 -3.640
H -0.588 0.311 -1.639
H -1.469 -0.851 -2.197
H -1.973 -0.500 0.964
```

Its total energy is -10873.23766 eV. The value obtained for the HOMO energy is -7.56 eV. Its SMILES is N/C=C(\N)CCN.O. As for the multiplicity: 1. For the LUMO energy, the calculation gives 0.91 eV. The gap between HOMO and LUMO comes out at 8.5 eV.

# 3
DFT (the ωB97M-V functional and the def2-TZVPD basis) results for 3 unconnected molecules or ions with the total composition C4H13N3O in a non-equilibrium geometry.

The geometry in XYZ format:
```
21
C4H13N3O (the ωB97M-V functional and the def2-TZVPD basis)
O -2.628 1.049 0.801
N 0.567 -1.848 -1.042
N 1.354 -1.185 -0.131
N -1.606 -0.882 1.482
C -1.479 0.359 0.954
C 1.842 0.526 -1.857
C -0.386 1.206 1.555
C 1.995 -0.157 -0.530
H 0.083 -2.604 -0.580
H 2.448 1.427 -1.913
H -0.747 1.582 2.523
H 0.801 0.805 -2.041
H -1.240 0.324 -0.621
H -0.196 2.045 0.898
H 0.516 0.654 1.800
H -0.750 -1.358 1.748
H -0.079 -1.250 -1.572
H 2.130 -0.158 -2.661
H -2.309 -1.477 1.070
H -2.993 0.670 -0.082
H 2.676 0.270 0.198
```

Its total energy is -10873.48122 eV. The value obtained for the HOMO energy is -8.45 eV. As for the multiplicity: 1. For the LUMO energy, the calculation gives 0.60 eV. The gap between HOMO and LUMO comes out at 9.1 eV.

# 4
DFT (the ωB97M-V functional and the def2-TZVPD basis) results for 2 unconnected molecules or ions with the total composition C4H13N3O in a non-equilibrium geometry.

The geometry in XYZ format:
```
21
C4H13N3O (the ωB97M-V functional and the def2-TZVPD basis)
O 0.993 1.436 -0.895
N 0.490 -1.549 -1.304
N 1.729 -1.066 0.674
N -0.302 -2.182 0.885
C 0.420 -1.223 0.102
C -1.504 1.237 -1.021
C -0.021 1.308 -0.228
C -0.193 1.948 1.127
H -1.733 0.258 -1.438
H -0.528 2.977 1.001
H -0.939 1.406 1.705
H 0.806 -0.723 -1.807
H 0.760 1.954 1.653
H -2.356 1.593 -0.449
H 0.279 -2.998 1.053
H 1.683 -0.898 1.672
H -1.351 1.910 -1.861
H 2.222 -0.299 0.227
H 1.129 -2.324 -1.457
H -0.459 -0.271 -0.026
H -1.125 -2.496 0.385
```

Its total energy is -10875.24661 eV. The value obtained for the HOMO energy is -9.24 eV. Its SMILES is CC(C)=O.NC(N)N. As for the multiplicity: 1. For the LUMO energy, the calculation gives 0.88 eV. The gap between HOMO and LUMO comes out at 10.1 eV.

# 5
DFT (the ωB97M-V functional and the def2-TZVPD basis) results for a molecular structure, C4H13N3O2 in a non-equilibrium geometry.

The geometry in XYZ format:
```
22
C4H13N3O2 (the ωB97M-V functional and the def2-TZVPD basis)
O 2.711 -0.616 -0.382
O 1.768 -2.590 -0.347
N -0.890 -0.265 0.727
N -0.326 1.725 -0.928
N 1.744 1.810 -2.097
C -0.971 0.096 2.141
C -2.009 -1.110 0.319
C 1.725 -1.244 -0.027
C 0.955 1.615 -1.045
H -1.871 0.680 2.361
H -2.968 -0.595 0.444
H 0.968 -2.990 0.015
H -2.048 -2.037 0.903
H -0.098 0.690 2.410
H 0.254 -0.759 0.459
H 2.661 1.389 -2.048
H 1.441 2.262 -2.945
H -0.760 0.825 -0.095
H 1.437 1.023 -0.266
H -0.828 2.243 -1.642
H -0.984 -0.795 2.779
H -1.908 -1.358 -0.738
```

Its total energy is -12921.93708 eV. The value obtained for the HOMO energy is -7.06 eV. As for the multiplicity: 1. For the LUMO energy, the calculation gives 0.64 eV. The gap between HOMO and LUMO comes out at 7.7 eV.

# 6
DFT (the ωB97M-V functional and the def2-TZVPD basis) results for C4H13N3OS in the gas phase in a non-equilibrium geometry.

The geometry in XYZ format:
```
22
C4H13N3OS (the ωB97M-V functional and the def2-TZVPD basis)
S 0.049 -1.102 -0.396
O -0.286 -1.308 -1.771
N -1.056 0.124 0.183
N 0.113 -2.222 0.669
N 1.460 -0.146 -0.402
C 2.154 0.024 0.886
C 1.341 0.996 -1.300
C -1.303 0.256 1.573
C -2.151 0.309 -0.758
H -1.759 0.460 -1.841
H 0.252 1.149 -1.381
H 1.470 -0.330 1.705
H -1.869 1.253 1.547
H 1.609 0.657 -2.351
H 3.075 -0.526 0.927
H -2.040 -0.495 1.978
H -0.050 -3.174 0.457
H -2.671 1.284 -0.490
H 2.323 1.133 1.099
H -2.812 -0.586 -0.859
H 1.897 1.947 -1.018
H -0.371 0.267 2.115
```

Its total energy is -21708.56530 eV. The value obtained for the HOMO energy is -8.78 eV. Its SMILES is CN(C)S(=N)(=O)N(C)C. As for the multiplicity: 1. For the LUMO energy, the calculation gives 0.90 eV. The gap between HOMO and LUMO comes out at 9.7 eV.

# 7
DFT (the ωB97M-V functional and the def2-TZVPD basis) results for 3 unconnected molecules or ions with the total composition C4H13N3S in a non-equilibrium geometry.

The geometry in XYZ format:
```
21
C4H13N3S (the ωB97M-V functional and the def2-TZVPD basis)
S 3.790 1.310 0.670
N -2.233 -0.342 1.576
N -2.102 1.039 -0.260
N 2.385 -1.068 -0.842
C 0.492 0.097 0.460
C -0.001 -0.457 -0.966
C -2.544 -0.286 0.079
C 1.460 -0.022 -0.763
H -3.126 -0.207 2.097
H 3.310 -0.782 -0.612
H -2.006 -1.019 -0.508
H -2.859 1.672 -0.567
H -1.663 0.476 1.672
H 4.803 1.683 1.392
H -0.645 0.205 -1.574
H -0.111 -1.535 -0.902
H 0.539 -0.661 1.218
H 1.758 0.948 -1.137
H 0.203 1.163 0.676
H -3.601 -0.446 -0.165
H 2.152 -1.767 -1.544
```

Its total energy is -19655.65411 eV. The value obtained for the HOMO energy is -7.07 eV. As for the multiplicity: 1. For the LUMO energy, the calculation gives -4.31 eV. The gap between HOMO and LUMO comes out at 2.8 eV.

# 8
DFT (the ωB97M-V functional and the def2-TZVPD basis) results for 2 unconnected molecules or ions with the total composition C4H13N4 in a non-equilibrium geometry.

The geometry in XYZ format:
```
21
C4H13N4 (the ωB97M-V functional and the def2-TZVPD basis)
N -1.791 -1.546 1.738
N 1.922 0.198 0.469
N 0.322 -1.460 -1.342
N -0.501 2.772 -0.770
C 0.246 1.951 0.122
C -0.739 -1.547 0.824
C 1.337 1.291 -0.246
C -0.868 -1.694 -0.499
H 1.103 -2.022 -0.992
H -0.478 3.740 -0.494
H 2.926 0.287 0.576
H -1.779 -1.982 -1.000
H 0.508 -0.448 -1.346
H 0.216 -1.741 -2.313
H 0.241 -1.480 1.271
H 1.781 1.422 -1.228
H -1.444 2.419 -0.837
H -1.811 -0.667 2.249
H 1.582 0.199 1.427
H -2.673 -1.558 1.232
H -0.101 1.866 1.157
```

Its total energy is -10311.39176 eV. As for the total charge: +1. The value obtained for the HOMO energy is -12.68 eV. As for the multiplicity: 1. For the LUMO energy, the calculation gives -3.08 eV. The gap between HOMO and LUMO comes out at 9.6 eV.

# 9
DFT (the ωB97M-V functional and the def2-TZVPD basis) results for 2 unconnected molecules or ions with the total composition C4H13N4O in a non-equilibrium geometry.

The geometry in XYZ format:
```
22
C4H13N4O (the ωB97M-V functional and the def2-TZVPD basis)
O 1.317 0.418 0.095
N -1.624 -0.918 0.809
N -1.042 0.666 -0.918
N -2.806 -0.706 -1.318
N 3.386 -0.361 0.031
C 2.905 1.992 -0.426
C 2.492 0.671 -0.060
C -1.880 -0.395 -0.413
C -2.418 -1.569 1.843
H 2.657 2.719 0.287
H -3.419 -1.447 -1.166
H 2.304 2.742 -1.202
H -3.217 -0.022 -2.042
H 3.027 -1.351 0.191
H -2.695 -0.962 2.668
H -1.153 1.196 -1.726
H -3.419 -1.938 1.520
H -1.979 -2.645 2.037
H -0.640 -0.759 1.258
H -0.050 0.801 -0.554
H 3.960 2.025 -0.745
H 4.295 -0.157 -0.171
```

Its total energy is -12359.94771 eV. As for the total charge: +1. The value obtained for the HOMO energy is -13.52 eV. As for the multiplicity: 1. For the LUMO energy, the calculation gives -2.54 eV. The gap between HOMO and LUMO comes out at 11.0 eV.

# 10
DFT (the ωB97M-V functional and the def2-TZVPD basis) results for 2 unconnected molecules or ions with the total composition C4H13N5 in a non-equilibrium geometry.

The geometry in XYZ format:
```
22
C4H13N5 (the ωB97M-V functional and the def2-TZVPD basis)
N -0.260 -1.004 -1.533
N 0.812 2.075 -0.301
N -1.380 -1.860 0.213
N 0.880 -1.621 0.482
N 0.349 1.601 0.933
C -0.177 -1.401 -0.233
C 2.190 -1.457 -0.119
C -1.020 1.457 1.147
C -2.047 1.810 0.354
H 2.925 -1.288 0.674
H 2.489 -2.355 -0.668
H 0.539 -1.265 -2.097
H -1.899 2.009 -0.702
H 2.238 -0.601 -0.802
H 0.439 1.466 -1.038
H -1.125 -1.290 -1.980
H -1.286 -2.118 1.192
H -1.223 1.270 2.201
H -2.073 -1.120 0.139
H 0.865 1.910 1.763
H -3.060 1.838 0.737
H 1.824 1.945 -0.359
```

Its total energy is -11807.41474 eV. The value obtained for the HOMO energy is -7.36 eV. Its SMILES is CN=C(N)N.C=CNN. As for the multiplicity: 1. For the LUMO energy, the calculation gives 0.92 eV. The gap between HOMO and LUMO comes out at 8.3 eV.

# 11
DFT (the ωB97M-V functional and the def2-TZVPD basis) results for 2 unconnected molecules or ions with the total composition C4H13NO in a non-equilibrium geometry.

The geometry in XYZ format:
```
19
C4H13NO (the ωB97M-V functional and the def2-TZVPD basis)
O 1.118 -1.606 1.343
N 1.036 0.751 1.674
C 1.834 -0.346 1.207
C -0.944 -0.492 -1.194
C -0.306 0.694 -1.906
C -1.818 -0.035 -0.031
H 0.277 0.364 -2.765
H 2.764 -0.512 1.769
H 0.879 0.693 2.675
H -1.561 -1.046 -1.906
H -1.063 1.392 -2.261
H -2.292 -0.884 0.458
H 0.350 1.232 -1.223
H 0.193 -1.625 1.069
H 1.423 1.645 1.398
H -0.149 -1.195 -0.787
H 2.084 -0.175 0.150
H -1.219 0.506 0.703
H -2.605 0.637 -0.372
```

Its total energy is -7896.04993 eV. The value obtained for the HOMO energy is -9.65 eV. Its SMILES is CCC.NCO. As for the multiplicity: 1. For the LUMO energy, the calculation gives 1.02 eV. The gap between HOMO and LUMO comes out at 10.7 eV.

# 12
DFT (the ωB97M-V functional and the def2-TZVPD basis) results for 2 unconnected molecules or ions with the total composition C4H13NO.

The geometry in XYZ format:
```
19
C4H13NO (the ωB97M-V functional and the def2-TZVPD basis)
O 2.670 -0.753 1.582
N 1.445 0.482 0.254
C -2.121 -0.683 -0.288
C 1.482 0.500 -1.215
C 1.474 -0.907 0.984
C -2.067 0.750 0.239
H 0.740 1.113 0.629
H -2.528 -0.718 -1.301
H 0.582 -0.960 1.636
H -3.062 1.198 0.280
H 2.475 0.437 0.871
H 0.535 0.165 -1.640
H -1.454 1.390 -0.402
H -2.753 -1.311 0.344
H -1.654 0.786 1.251
H 1.389 -1.684 0.201
H -1.131 -1.142 -0.311
H 2.276 -0.171 -1.542
H 1.701 1.507 -1.571
```

Its total energy is -7894.25341 eV. The value obtained for the HOMO energy is -8.59 eV. Its SMILES is C[NH2+]C[O-].CC. As for the multiplicity: 1. For the LUMO energy, the calculation gives 0.76 eV. The gap between HOMO and LUMO comes out at 9.3 eV.